15
Properties=species:S:1:pos:R:3:forces:R:3:lowdin_charge:R:1 method="wB97M-V/def2-TZVPD" smiles=c1ccn2ccpc2c1 e_above_lowest_kj_mol=122.1 lumo_ha="-0.0021 / -0.0021" total_charge=0 orbital_gap_ev="6.871 / 6.872" mol_weight_g_mol=135.11 homo_energy_ev="-6.928 / -6.929"
C -1.664 1.566 0.036 -0.78 0.35 0.19 -0.08
C -2.027 0.168 0.038 -0.50 -2.25 -0.12 -0.09
C -1.083 -0.865 0.024 0.74 1.39 -0.64 -0.02
N 0.313 -0.501 -0.015 -5.05 1.15 0.44 -0.16
C 1.226 -1.432 -0.008 3.01 -3.00 0.70 -0.26
C 2.567 -0.994 0.037 -0.99 0.28 -0.03 -0.50
P 2.869 0.725 0.001 -4.06 -0.46 -0.04 0.85
C 0.610 0.814 -0.019 5.55 -0.21 0.36 -0.26
C -0.285 1.868 0.068 -2.60 -2.63 -1.26 -0.10
H -2.523 2.351 -0.027 1.96 -1.46 0.14 0.13
H -3.098 -0.285 -0.025 1.83 1.55 0.21 0.13
H -1.236 -1.971 -0.121 -0.23 1.53 0.39 0.13
H 0.831 -2.481 0.159 0.91 1.40 -0.45 0.13
H 3.380 -1.711 0.145 -0.23 0.10 -0.17 0.03
H 0.121 2.747 -0.293 0.45 2.26 0.26 0.08